# 1
The following is a quantum chemistry calculation of an isolated molecule of C7H11N at a distorted geometry, from OMol25.

```
19
Properties=species:S:1:pos:R:3:mulliken_charge:R:1
N -1.19128 0.39935 -0.26397 -0.529
C 0.27979 -1.19544 0.24494 0.550
C 0.90182 -2.36914 0.20015 -0.927
C -0.76943 0.54368 1.12429 -0.460
C -0.98821 -0.92178 -0.46830 -0.700
C 0.68698 2.34179 -0.71316 -0.979
C 0.17572 0.85958 -0.69501 0.078
C 0.61611 0.15924 0.75234 -0.312
H 1.54551 0.22786 1.31590 0.510
H -1.24445 -0.12346 1.80080 0.373
H 1.91567 1.99969 -0.35041 0.217
H 0.31372 -3.47510 0.07284 0.176
H 1.87806 -2.77386 0.71807 0.249
H -0.64539 -1.11920 -1.52830 0.323
H -0.75553 1.63991 0.97800 0.236
H 0.26071 3.07979 -0.00196 0.291
H 0.56650 0.26985 -1.54736 0.285
H -1.78340 -1.69179 -0.30187 0.356
H 0.87089 2.66324 -1.97951 0.261
```

M, g mol⁻¹: 109.2
SMILES: C=C1CN2C[C@@H]1[C@@H]2C
E_tot, eV: -8920.9671
Relative energy (zero: lowest compared OMol25 entry of this formula, charge and spin), kJ/mol: 652.39
Frontier orbital gap, eV: 9.48

# 2
The following is a quantum chemistry calculation of a structure of composition C7H11N at a distorted geometry, from OMol25.

```
19
Properties=species:S:1:pos:R:3:mulliken_charge:R:1
N -2.30804 0.76430 -0.10685 -0.624
C 1.09221 -0.78801 1.12828 -0.351
C 1.52583 -1.23477 -0.14407 -0.405
C 1.25110 1.47118 0.33830 -0.443
C 1.40253 -0.38389 -1.33233 -0.743
C 1.02174 0.54588 1.36796 0.092
C -2.05078 -0.70206 -0.01609 -0.476
C 1.28251 0.97932 -0.94508 -0.230
H -1.07290 -1.16098 -0.62313 0.123
H 0.28862 1.07662 2.23363 0.171
H -3.15545 -1.42775 -0.26654 0.274
H 1.52659 -0.76373 -2.28231 0.536
H 1.87029 -2.30407 -0.22746 0.268
H 0.85009 -1.64319 1.79349 0.349
H 1.25197 2.53691 0.81210 0.243
H -2.62111 0.76166 -1.02539 0.263
H -1.97866 -0.95020 1.11631 0.198
H -1.29991 1.42909 -0.26752 0.259
H 1.12336 1.79369 -1.55327 0.497
```

M, g mol⁻¹: 109.2
E_tot, eV: -8923.1664
Relative energy (zero: lowest compared OMol25 entry of this formula, charge and spin), kJ/mol: 440.19
Frontier orbital gap, eV: 9.75

# 3
The following is a quantum chemistry calculation of a cluster of 2 separate species, C7H11N in total at a distorted geometry, from OMol25.

```
19
Properties=species:S:1:pos:R:3:mulliken_charge:R:1
N -1.11202 2.17813 -0.54675 -0.558
C -1.68917 -0.46023 -1.30785 -0.984
C 3.86805 -0.27843 0.23244 -1.065
C -1.07859 1.34002 0.37028 -0.250
C -1.50428 -1.00190 1.23890 -1.484
C 2.34373 -0.01664 0.08684 -0.759
C 1.18215 0.23730 0.12240 0.570
C -1.49748 -0.02527 0.04535 0.917
H -0.84029 3.11754 -0.35531 0.257
H 4.04132 -1.28451 -0.14666 0.291
H 3.96504 -0.43597 1.30753 0.258
H -1.90703 -0.61189 2.22660 0.320
H -0.81401 1.67622 1.41305 0.400
H -0.83472 -0.08187 -1.90480 0.297
H -2.48357 0.15307 -1.77999 0.352
H 4.51860 0.44024 -0.20302 0.302
H -1.90673 -1.58947 -1.28610 0.343
H -1.87286 -1.90848 0.96254 0.491
H -0.51941 -1.34185 1.57186 0.303
```

M, g mol⁻¹: 109.2
E_tot, eV: -8920.1420
Relative energy (zero: lowest compared OMol25 entry of this formula, charge and spin), kJ/mol: 731.99
Frontier orbital gap (alpha / beta), eV: 6.50 / 7.71

# 4
The following is a quantum chemistry calculation of a structure of composition C7H11N at a distorted geometry, from OMol25.

```
19
Properties=species:S:1:pos:R:3:mulliken_charge:R:1
N -2.65744 -1.38672 -2.31713 -0.544
C 1.01695 -0.76360 1.37029 -1.453
C 0.70009 -0.56518 -1.09527 -1.264
C 0.65838 0.08635 0.16267 1.432
C -2.24544 0.10454 -0.01535 -0.446
C -1.24454 0.50440 0.63660 -0.358
C -1.95515 -0.92306 -1.51793 -0.015
C 1.22966 1.49265 0.20456 -1.525
H 1.11453 -1.56602 -1.14760 0.372
H 0.84649 2.10077 -0.61452 0.393
H 0.84192 0.03856 -1.98423 0.372
H 0.99879 1.99664 1.14320 0.365
H -3.30735 0.21941 -0.08687 0.420
H -0.63657 -0.87477 -1.41921 0.346
H 0.52841 -1.73746 1.32823 0.370
H 2.31756 1.44364 0.11026 0.400
H 2.09896 -0.92588 1.38594 0.392
H 0.74384 -0.27731 2.30825 0.368
H -1.04908 1.03301 1.54810 0.374
```

M, g mol⁻¹: 109.2
E_tot, eV: -8922.2835
Relative energy (zero: lowest compared OMol25 entry of this formula, charge and spin), kJ/mol: 525.38
Frontier orbital gap, eV: 9.35

# 5
The following is a quantum chemistry calculation of a cluster of 2 separate species, C7H11N2 in total at a distorted geometry, from OMol25.

```
20
Properties=species:S:1:pos:R:3:mulliken_charge:R:1
N 0.96270 -0.64365 -0.35816 0.126
N -1.28315 3.65164 -1.08949 -0.029
C -1.03100 -1.00195 1.03017 0.493
C -1.66018 -1.25998 2.15393 -0.853
C 1.64789 0.43356 -1.15273 -0.630
C 0.38458 -0.34636 1.02423 -0.665
C -1.34439 -1.05127 -0.40949 -0.653
C -0.65618 2.68001 -1.01856 -0.228
C -0.26552 -0.86503 -1.16185 -0.457
H -1.04238 -1.01828 3.10337 0.231
H 1.80093 0.24524 -2.23445 0.389
H -1.45628 4.64398 -1.15668 0.299
H 1.11907 1.49403 -0.99164 0.097
H 2.65121 0.53220 -0.67340 0.353
H -0.22414 -0.80909 -2.17403 0.508
H 1.12349 -0.82540 1.72056 0.386
H 1.31996 -1.57896 -0.27037 0.388
H -2.59261 -1.72902 2.05856 0.359
H 0.11934 0.67627 1.34576 0.314
H -2.28845 -1.20012 -0.74942 0.573
```

M, g mol⁻¹: 123.2
Charge: +1
E_tot, eV: -10407.1275
Relative energy (zero: lowest compared OMol25 entry of this formula, charge and spin), kJ/mol: 443.00
Frontier orbital gap, eV: 10.03

# 6
The following is a quantum chemistry calculation of the ion C7H11N2 with charge +1 at a distorted geometry, from OMol25.

```
20
Properties=species:S:1:pos:R:3:mulliken_charge:R:1
N -0.88464 1.52688 0.30945 -0.407
N 0.48335 1.23185 0.20588 0.374
C -1.76501 0.56753 -0.00696 0.504
C 1.36908 2.22600 0.25323 -0.353
C -3.03844 0.21291 -0.19918 -0.925
C -0.47888 -2.31537 0.42570 -1.073
C 0.87278 -0.10354 -0.02955 0.528
C -0.16858 -0.90184 0.30403 0.283
C 2.27131 -0.48147 -0.46907 -1.457
H 1.11018 3.19793 0.19861 0.248
H 2.66350 0.37956 -1.08437 0.413
H 2.29881 -1.44045 -1.03891 0.366
H -0.54638 -2.42722 -0.68237 0.309
H -3.41445 -0.76731 -0.22497 0.276
H 0.33319 -2.95022 0.86828 0.321
H -1.41662 -2.58808 0.82230 0.333
H -1.17366 2.51299 -0.03943 0.342
H 2.91561 -0.83096 0.31829 0.332
H 2.39425 2.00802 0.39707 0.325
H -3.82540 0.94278 -0.32802 0.261
```

M, g mol⁻¹: 123.2
Charge: +1
E_tot, eV: -10404.6563
Relative energy (zero: lowest compared OMol25 entry of this formula, charge and spin), kJ/mol: 681.42
Frontier orbital gap (alpha / beta), eV: 7.96 / 7.96

# 7
The following is a quantum chemistry calculation of the ion C7H11N2 with charge +1 at a distorted geometry, from OMol25.

```
20
Properties=species:S:1:pos:R:3:mulliken_charge:R:1
N 0.62242 0.42558 -0.35009 0.113
N 0.21441 1.09188 1.66567 -0.102
C 1.82897 1.74980 -2.07500 -0.686
C -0.03928 -0.76302 0.29249 0.216
C -0.83033 -0.99064 2.69389 -0.955
C -0.20366 -0.25001 1.79438 0.453
C 0.73408 1.41385 0.48943 -0.209
C -1.31345 -0.97834 -0.42621 -1.532
C 1.00923 0.52131 -1.73343 -0.122
H 0.07464 1.64670 2.53613 0.295
H -1.95484 -1.72849 0.05476 0.392
H 0.37038 -1.77469 0.30998 0.206
H -1.26677 -1.98053 2.45470 0.222
H 1.18820 2.18028 0.05746 0.666
H -1.99635 -0.21562 -0.42750 0.471
H -1.01774 -0.81577 3.79770 0.273
H -1.17119 -1.24214 -1.52500 0.330
H 1.82047 -0.23994 -2.00464 0.316
H 1.67859 1.90659 -3.06689 0.255
H 0.16984 0.23838 -2.37280 0.398
```

M, g mol⁻¹: 123.2
Charge: +1
E_tot, eV: -10405.3199
Relative energy (zero: lowest compared OMol25 entry of this formula, charge and spin), kJ/mol: 617.40
Frontier orbital gap, eV: 8.40

# 8
The following is a quantum chemistry calculation of the ion C7H11N2O2 with charge +1 at a distorted geometry, from OMol25.

```
22
Properties=species:S:1:pos:R:3:mulliken_charge:R:1
O -1.30737 -0.95397 1.66632 -0.673
O 1.51425 -0.02645 -0.36307 -0.258
N -2.33013 1.03748 0.60868 -0.189
N -0.21560 2.02020 0.15421 -0.646
C 1.41099 -2.05664 0.67468 -0.624
C 2.68156 -0.66010 -0.52857 -0.316
C -1.01896 0.86803 0.05075 0.423
C 2.64391 -1.90558 0.03251 -0.481
C 0.72225 -0.87698 0.42856 0.315
C -1.14859 0.35018 -1.36523 -1.476
C -0.54785 -0.46641 0.81861 0.550
H -1.92591 0.96805 -1.81922 0.465
H -2.37828 0.04952 1.18441 0.453
H 0.18228 2.24394 -0.74680 0.315
H 3.41756 -2.57076 -0.20831 0.458
H 3.53602 -0.14635 -0.85151 0.458
H -3.20856 1.09746 0.07402 0.355
H -2.24656 1.87556 1.27618 0.389
H -0.13226 0.62184 -1.73787 0.359
H 0.62743 2.04025 0.89120 0.306
H 1.15770 -2.85942 1.34012 0.494
H -1.43389 -0.64983 -1.57966 0.323
```

M, g mol⁻¹: 155.2
Charge: +1
SMILES: C[C@@](N)([NH3+])C(=O)c1ccco1
E_tot, eV: -14504.3146
Relative energy (zero: lowest compared OMol25 entry of this formula, charge and spin), kJ/mol: 80.56
Frontier orbital gap, eV: 8.97

# 9
The following is a quantum chemistry calculation of the ion C7H11N2S with charge +1 at a distorted geometry, from OMol25.

```
21
Properties=species:S:1:pos:R:3:mulliken_charge:R:1
S 0.93438 -0.34130 1.35350 -0.013
N 2.32052 0.79060 -0.50465 -0.127
N -1.37549 0.99527 0.26370 -0.250
C -3.32110 -0.55389 -0.44625 -1.071
C 3.50839 -1.38610 0.13343 -0.670
C -0.01898 0.53221 0.02063 -0.191
C 2.39797 -0.32518 0.22545 0.682
C 1.11030 1.64856 -0.26807 -0.618
C 4.08429 -2.46610 0.03486 0.078
C -2.29991 -0.08456 0.69991 -0.301
H -1.41603 1.82565 0.86073 0.295
H -2.80239 -1.23483 -1.20135 0.272
H 1.25147 2.32260 0.64359 0.344
H -2.95575 0.33083 1.53527 0.357
H -0.04689 -0.02298 -0.96565 0.304
H -1.79746 -1.02513 1.07425 0.229
H -3.86524 0.30828 -0.93335 0.299
H -4.13142 -1.19542 0.04249 0.334
H 0.72177 2.21064 -1.16848 0.368
H 4.67304 -3.39688 -0.20039 0.386
H 3.02852 1.06773 -1.19962 0.292
```

M, g mol⁻¹: 155.2
Charge: +1
E_tot, eV: -21242.4067
Relative energy (zero: lowest compared OMol25 entry of this formula, charge and spin), kJ/mol: 356.74
Frontier orbital gap, eV: 7.81

# 10
The following is a quantum chemistry calculation of an isolated molecule of C7H11N3O2 at a distorted geometry, from OMol25.

```
23
Properties=species:S:1:pos:R:3:mulliken_charge:R:1
O -1.14627 -1.43601 0.77702 -0.376
O -3.30118 -0.64913 0.45839 -0.539
N 3.23978 -0.41219 0.39596 -0.521
N 0.03653 -0.70083 -1.08697 -0.509
N 1.21962 -1.76687 0.50487 -0.125
C -2.11141 1.71227 -0.91364 -1.240
C -1.45756 0.79019 0.09703 0.834
C 1.28302 -0.20997 -1.07192 -0.599
C -2.14466 -0.41082 0.44412 0.294
C -0.09575 -1.74118 -0.13512 0.002
C -0.33548 1.25823 0.95971 -0.928
C 1.98942 -0.84522 -0.05360 0.507
H -0.84022 1.95167 1.71678 0.426
H 1.56082 0.47034 -1.83929 0.471
H -1.61749 1.71812 -1.94190 0.214
H -0.30028 -2.75032 -0.54205 0.323
H 0.10202 0.34612 1.49430 0.222
H -2.07002 2.78380 -0.59448 0.318
H 1.10333 -2.23440 1.33358 0.183
H 3.84573 -1.11128 1.02056 0.255
H 0.49675 1.72585 0.29880 0.216
H 3.75707 0.09456 -0.32775 0.248
H -3.21377 1.41707 -0.99439 0.325
```

M, g mol⁻¹: 169.2
E_tot, eV: -15999.0844
Relative energy (zero: lowest compared OMol25 entry of this formula, charge and spin), kJ/mol: 364.15
Frontier orbital gap (alpha / beta), eV: 7.55 / 6.79

# 11
The following is a quantum chemistry calculation of the ion C7H11N4O with charge +1 at a distorted geometry, from OMol25.

```
23
Properties=species:S:1:pos:R:3:mulliken_charge:R:1
O -0.30886 -1.93376 -0.40022 -0.222
N 1.00415 0.67816 -2.03050 -0.760
N 1.69699 -0.09232 -1.22352 0.280
N 0.24683 0.88401 0.02868 0.116
N -1.38267 2.86982 -0.53604 -0.535
C 0.71038 -1.61878 0.50706 -0.683
C -1.56937 2.40307 0.79031 -0.501
C -0.77717 1.02884 1.06634 -0.516
C 1.28069 -0.10692 0.08012 -0.412
C -0.23433 -2.82165 -1.31615 -0.280
C -0.72994 2.41572 -1.50571 -0.193
C 0.16371 1.31690 -1.27595 0.724
H -2.59151 2.05828 1.09368 0.303
H -0.72387 2.82896 -2.44555 0.514
H 1.51272 -2.32025 0.48318 0.527
H 0.24646 -1.54118 1.56484 0.352
H 2.05551 0.31187 0.85106 0.294
H -1.16596 3.22049 1.33013 0.379
H 0.57799 -3.49418 -1.41619 0.329
H 2.33321 -0.86901 -1.56252 0.316
H -1.16850 -3.01464 -1.82686 0.280
H -1.46198 0.18550 0.81382 0.387
H -0.31826 1.16860 2.02269 0.299
```

M, g mol⁻¹: 167.2
Charge: +1
E_tot, eV: -15433.0789
Relative energy (zero: lowest compared OMol25 entry of this formula, charge and spin), kJ/mol: 590.69
Frontier orbital gap (alpha / beta), eV: 8.34 / 4.73

# 12
The following is a quantum chemistry calculation of a cluster of 2 separate species, C7H11N6 in total at a distorted geometry, from OMol25.

```
24
Properties=species:S:1:pos:R:3:mulliken_charge:R:1
N 1.25192 -0.34790 -0.38331 0.205
N -2.98168 -1.09818 1.21065 -0.415
N -1.93040 0.73145 -0.01838 -0.228
N -1.03226 -1.29032 -0.04857 -0.180
N 0.94878 1.56933 0.76743 -0.158
N 2.96931 0.17366 0.93477 -0.662
C 1.81621 0.57325 0.52863 0.385
C -0.76717 0.88407 -0.92964 0.175
C 2.16929 -1.38548 -0.49478 -0.369
C -2.04367 -0.53497 0.39390 0.279
C -0.09819 -0.43487 -0.82271 -0.355
C 3.21005 -1.03316 0.28942 -0.586
C 0.02773 2.08314 -0.22714 -0.898
H 4.12074 -1.44940 0.50428 0.509
H 1.18344 2.05279 1.63891 0.274
H 2.18814 -2.23252 -1.12915 0.402
H -0.87625 1.01161 -2.02010 0.298
H -1.15031 -2.27418 -0.28165 0.346
H -0.13437 -1.45423 -2.31278 0.361
H -0.60254 2.83631 0.19555 0.477
H -2.82362 1.23815 -0.13330 0.309
H -3.46203 -0.37160 1.67143 0.259
H -2.62044 -1.85076 1.76597 0.277
H 0.63732 2.60379 -1.09944 0.296
```

M, g mol⁻¹: 179.2
Charge: +1
E_tot, eV: -16368.5652
Relative energy (zero: lowest compared OMol25 entry of this formula, charge and spin), kJ/mol: 289.33
Frontier orbital gap, eV: 7.28